The following is a quantum chemistry calculation of a cluster of 2 separate species, C4H12 in total at a distorted geometry, from OMol25.

```
! RIJCOSX wB97M-V def2-TZVPD def2/J DEFGRID3
* xyz 0 1
C -0.778 -1.146 1.882
C 0.101 -0.114 2.636
H -1.477 -1.643 2.610
H -1.495 -0.754 1.026
H -0.007 -1.837 1.479
H 0.699 0.553 2.089
H 0.922 -0.795 3.044
H -0.550 0.459 3.347
C 0.425 0.187 -1.679
C 0.241 0.987 -2.942
H -0.154 0.619 -0.717
H 0.322 -0.863 -1.581
H 1.463 0.347 -1.372
H -0.215 2.082 -2.620
H -0.584 0.630 -3.737
H 1.086 1.286 -3.464
*
```

Output
DFT total energy   -4340.932 eV
Orbital gap   12.22 eV
LUMO level   0.040 Eh
Maximum force   5.9 eV/A
Energy above the lowest of the compared OMol25 structures with the same formula, charge and spin   154.0 kJ/mol

---

The following is a quantum chemistry calculation of a cluster of 2 separate species, C4H12 in total at a distorted geometry, from OMol25.

```
! RIJCOSX wB97M-V def2-TZVPD def2/J DEFGRID3
* xyz 0 1
C -0.117 -1.804 -0.623
C -1.374 -2.331 0.145
H -0.530 -1.600 -1.620
H 0.236 -0.851 -0.263
H 0.622 -2.583 -0.784
H -1.326 -1.786 1.117
H -1.186 -3.298 0.604
H -2.193 -2.116 -0.516
C 0.712 1.678 -0.459
C 0.786 2.407 0.896
H 1.565 0.988 -0.542
H -0.276 1.248 -0.571
H 0.888 2.395 -1.268
H 0.392 3.412 0.804
H 1.709 2.330 1.480
H 0.093 1.909 1.599
*
```

Output
DFT total energy   -4341.617 eV
Orbital gap   12.48 eV
LUMO level   0.040 Eh
Maximum force   3.4 eV/A
Energy above the lowest of the compared OMol25 structures with the same formula, charge and spin   87.9 kJ/mol

---

The following is a quantum chemistry calculation of a cluster of 2 separate species, C4H12 in total at a distorted geometry, from OMol25.

```
! RIJCOSX wB97M-V def2-TZVPD def2/J DEFGRID3
* xyz 0 1
C -1.209 -0.703 -1.137
C -2.717 -0.685 -0.875
H -0.758 0.268 -0.963
H -0.619 -1.389 -0.524
H -0.915 -1.010 -2.143
H -3.222 -1.335 -1.586
H -2.945 -1.051 0.125
H -3.078 0.337 -0.953
C 1.350 0.452 0.619
C 2.565 0.980 1.391
H 0.836 -0.302 1.216
H 0.572 1.180 0.421
H 1.763 -0.060 -0.246
H 3.250 0.139 1.525
H 3.098 1.714 0.787
H 2.398 1.353 2.398
*
```

Output
DFT total energy   -4342.232 eV
Orbital gap   12.74 eV
LUMO level   0.041 Eh
Maximum force   1.3 eV/A
Energy above the lowest of the compared OMol25 structures with the same formula, charge and spin   28.6 kJ/mol

---

The following is a quantum chemistry calculation of a cluster of 2 separate species, C4H12 in total at a distorted geometry, from OMol25.

```
! RIJCOSX wB97M-V def2-TZVPD def2/J DEFGRID3
* xyz 0 1
C 2.130 -0.536 0.104
C 2.323 1.002 0.096
H 2.029 -0.935 1.038
H 1.193 -0.716 -0.387
H 2.941 -1.083 -0.417
H 2.812 1.231 1.021
H 1.431 1.491 -0.156
H 2.969 1.497 -0.604
C -1.606 0.102 -0.369
C -2.825 -0.626 0.170
H -1.065 -0.322 -1.226
H -1.925 1.082 -0.705
H -0.963 0.235 0.440
H -3.496 -1.094 -0.518
H -2.494 -1.250 0.921
H -3.559 0.215 0.590
*
```

Output
DFT total energy   -4341.527 eV
Orbital gap   12.58 eV
LUMO level   0.043 Eh
Maximum force   4.1 eV/A
Energy above the lowest of the compared OMol25 structures with the same formula, charge and spin   96.6 kJ/mol

---

The following is a quantum chemistry calculation of a structure of composition C4H12AlO2 at a distorted geometry, from OMol25.

```
! RIJCOSX wB97M-V def2-TZVPD def2/J DEFGRID3
* xyz 3 1
Al -0.003 -0.767 -2.045
C 3.856 0.920 0.322
C 3.480 -0.210 -0.743
O 2.701 0.378 -1.729
H 4.483 0.535 1.134
H 2.981 1.359 0.800
H 4.424 1.648 -0.262
H 2.857 -0.952 -0.244
H 4.440 -0.643 -1.070
H 3.224 1.095 -2.167
C -4.084 -1.155 1.093
C -3.263 0.179 0.702
O -2.579 -0.024 -0.496
H -3.345 -1.848 1.504
H -4.799 -1.486 0.341
H -4.702 -0.865 1.957
H -2.538 0.424 1.491
H -3.995 0.991 0.590
H -3.139 0.420 -1.180
*
```

Output
DFT total energy   -14993.767 eV
Orbital gap   2.21 eV
LUMO level   -0.705 Eh
Maximum force   3.0 eV/A
Energy above the lowest of the compared OMol25 structures with the same formula, charge and spin   124.4 kJ/mol

---

The following is a quantum chemistry calculation of a structure of composition C4H12AsBO4 at a distorted geometry, from OMol25.

```
! RIJCOSX wB97M-V def2-TZVPD def2/J DEFGRID3
* xyz -2 1
C 2.918 -0.196 0.742
C 1.603 -0.934 0.519
As 0.478 -0.161 -1.076
B -1.375 -0.704 -0.124
O -2.202 -1.671 -0.740
O -1.900 -0.188 1.062
C -3.079 0.570 0.961
C 0.508 1.802 -0.299
O 0.484 1.936 0.946
O 0.548 2.697 -1.164
H 3.473 -0.098 -0.199
H 3.580 -0.736 1.442
H 2.729 0.789 1.174
H 1.804 -1.978 0.235
H 0.992 -0.907 1.427
H 1.874 0.120 -1.902
H -0.376 0.379 -2.382
H 0.446 -1.650 -1.783
H -2.304 -1.448 -1.671
H -3.293 0.881 -0.068
H -2.955 1.477 1.560
H -3.953 0.020 1.340
*
```

Output
DFT total energy   -74043.301 eV
Orbital gap   4.07 eV
LUMO level   0.215 Eh
Maximum force   1.1 eV/A

---

The following is a quantum chemistry calculation of a structure of composition C4H12Ba3NO5 at a distorted geometry, from OMol25.

```
! RIJCOSX wB97M-V def2-TZVPD def2/J DEFGRID3
* xyz 5 1
Ba 2.274 -1.600 0.170
Ba -3.496 -2.851 3.877
Ba -3.975 1.884 2.115
N -1.117 -0.313 1.764
O -1.587 0.767 1.423
O -1.806 -1.003 2.496
O 0.046 -0.636 1.375
C 1.171 2.342 -0.241
C 2.123 2.431 1.009
O 2.711 1.199 1.129
H 0.447 1.531 -0.166
H 1.639 2.324 -1.226
H 0.527 3.214 -0.128
H 1.526 2.708 1.878
H 2.923 3.120 0.740
H 2.875 1.051 2.063
C -1.397 -2.299 -1.392
C -0.519 -1.671 -2.520
O 0.601 -0.968 -2.014
H -1.720 -1.523 -0.699
H -0.750 -2.996 -0.859
H -2.289 -2.823 -1.736
H -1.145 -0.941 -3.034
H -0.060 -2.363 -3.226
H 0.997 -0.582 -2.799
*
```

Output
DFT total energy   -18093.524 eV
Orbital gap   5.89 eV
LUMO level   -0.622 Eh
Maximum force   4.1 eV/A
Energy above the lowest of the compared OMol25 structures with the same formula, charge and spin   0.0 kJ/mol

---

The following is a quantum chemistry calculation of a structure of composition C4H12ClIN2P at a distorted geometry, from OMol25.

```
! RIJCOSX wB97M-V def2-TZVPD def2/J DEFGRID3
* xyz 1 1
C -0.107 -3.042 -0.225
C -0.318 -1.162 -1.692
C -0.433 2.483 0.859
C 1.501 1.253 0.714
N -0.533 -1.649 -0.269
N 0.115 1.304 0.316
P -1.135 -0.513 0.694
Cl -1.532 -1.321 2.493
I -3.291 0.242 -0.221
H 0.983 -3.105 -0.185
H -0.451 -3.534 0.728
H -0.453 -3.739 -1.040
H 0.779 -1.033 -1.937
H -0.996 -1.793 -2.300
H -0.833 -0.166 -1.925
H 0.142 3.320 0.294
H -1.556 2.610 0.787
H -0.015 2.698 1.876
H 1.700 1.264 1.859
H 1.921 0.517 0.111
H 2.020 2.130 0.407
*
```

Output
DFT total energy   -37226.237 eV
Orbital gap (spin up / spin down)   7.45 / 7.45 eV
LUMO level (spin up / spin down)   -0.204 / -0.204 Eh
Maximum force   3.0 eV/A
Energy above the lowest of the compared OMol25 structures with the same formula, charge and spin   110.3 kJ/mol